Formula: C6H14N2
Source: the Open Molecules 2025 dataset
Level of theory: ωB97M-V/def2-TZVPD

Structure (XYZ):
```
22
Properties=species:S:1:pos:R:3
C -0.648 2.192 -2.138
C -1.111 1.196 -1.405
C -0.222 -0.122 -0.878
N 1.094 -0.043 -1.445
N -0.881 -1.337 -1.220
C -0.303 0.142 0.613
C 0.604 -0.945 1.423
C 0.618 -0.591 2.902
H 0.405 2.267 -2.375
H -1.286 2.940 -2.586
H -2.167 1.149 -1.165
H 1.566 0.812 -1.178
H 1.628 -0.896 -1.340
H -1.412 -1.343 -2.080
H -0.304 -2.161 -1.109
H 0.087 1.129 0.857
H -1.324 0.012 0.962
H 0.169 -1.937 1.285
H 1.628 -0.969 1.042
H 1.196 -1.315 3.476
H 1.056 0.395 3.057
H -0.395 -0.577 3.301
```

As for the total energy: -346.47845 a.u. Its SMILES is C=CC(N)(N)CCC. Its HOMO energy is -8.954 eV. The frontier orbital gap comes out at 10.0 eV. The value obtained for the LUMO energy is 1.045 eV. The total charge is 0. The relative energy (zero: lowest compared OMol25 entry of this formula, charge and spin) is 1.326 eV.



Formula: C3H2N2OS
Source: the Open Molecules 2025 dataset
Level of theory: ωB97M-V/def2-TZVPD

Structure (XYZ):
```
9
Properties=species:S:1:pos:R:3
C -0.242 -1.246 -0.697
C 0.355 0.363 1.561
C -0.380 0.123 -1.147
N 0.874 0.849 0.575
N 0.768 0.773 -0.708
O 0.108 0.246 2.698
S 0.224 -2.016 0.574
H -0.438 0.317 -2.159
H -1.270 0.591 -0.698
```

As for the total energy: -698.27828 a.u. Its HOMO energy (alpha / beta) is -8.750 / -8.111 eV. The frontier orbital gap (alpha / beta) comes out at 7.8 / 6.8 eV. The value obtained for the LUMO energy (alpha / beta) is -0.902 / -1.266 eV. The total charge is 0. The relative energy (zero: lowest compared OMol25 entry of this formula, charge and spin) is 4.432 eV.



Formula: C31H20Cl24F40O5
Source: the Open Molecules 2025 dataset
Level of theory: ωB97M-V/def2-TZVPD

Structure (XYZ):
```
120
Properties=species:S:1:pos:R:3
F 3.057 -1.654 7.199
C 2.657 -1.331 5.994
F 3.015 -2.295 5.101
C 1.190 -1.120 6.159
F 0.627 -2.365 6.461
F 0.702 -0.711 5.043
C 0.927 -0.288 7.403
O 1.374 1.041 7.323
C 0.810 1.888 8.165
F -0.496 2.252 7.748
F 0.619 1.324 9.388
C 1.748 3.111 8.241
F 1.712 3.652 6.992
F 1.365 4.089 9.063
H 3.220 -0.487 5.632
H 1.408 -0.750 8.253
H -0.177 -0.280 7.423
H 2.800 2.766 8.346
F 5.148 5.299 -5.959
C 4.657 4.224 -5.220
F 5.255 3.103 -5.603
C 5.070 4.390 -3.749
F 5.080 5.704 -3.428
F 6.340 3.964 -3.611
C 4.233 3.484 -2.842
O 2.947 4.061 -2.856
C 1.940 3.285 -2.572
F 2.016 2.099 -3.325
F 2.067 2.872 -1.258
C 0.571 4.006 -2.815
F 0.429 4.189 -4.161
F -0.443 3.298 -2.360
H 3.617 4.218 -5.375
H 4.673 3.329 -1.860
H 4.303 2.518 -3.282
H 0.691 5.016 -2.332
F 2.541 2.782 4.305
C 2.933 2.719 3.012
F 2.599 3.883 2.453
C 4.463 2.528 2.916
F 4.751 2.334 1.655
F 4.914 1.469 3.619
C 5.242 3.737 3.320
O 6.541 3.303 3.175
C 7.562 4.187 3.502
F 7.310 5.414 3.004
F 7.576 4.365 4.833
C 8.871 3.608 3.010
F 8.960 3.791 1.697
F 9.874 4.277 3.685
H 2.398 1.864 2.697
H 5.048 4.075 4.338
H 5.015 4.652 2.784
H 8.902 2.554 3.299
F -5.484 -5.756 -2.470
C -5.477 -4.891 -3.569
F -4.723 -5.444 -4.471
C -6.881 -4.691 -4.076
F -6.846 -3.909 -5.146
F -7.606 -4.054 -3.125
C -7.794 -5.913 -4.430
O -7.226 -6.552 -5.591
C -7.367 -7.894 -5.550
F -6.549 -8.464 -4.650
F -8.668 -8.264 -5.236
C -7.064 -8.387 -6.978
F -6.234 -7.604 -7.605
F -6.532 -9.660 -6.831
H -4.985 -3.853 -3.292
H -8.778 -5.588 -4.792
H -7.742 -6.609 -3.607
H -8.002 -8.498 -7.465
F -3.780 -0.661 -2.846
C -2.839 -0.676 -1.820
F -2.972 -1.794 -1.081
C -1.517 -0.458 -2.499
F -1.693 0.712 -3.247
F -1.223 -1.421 -3.366
C -0.266 -0.283 -1.591
O -0.523 1.005 -0.960
C -0.105 0.970 0.301
F -0.732 -0.044 0.917
F 1.226 0.749 0.367
C -0.455 2.261 1.077
F -1.721 2.520 0.835
F -0.327 2.118 2.399
H -3.146 0.104 -1.087
H 0.521 -0.068 -2.263
H -0.094 -1.145 -0.843
H 0.122 3.082 0.770
Cl -2.777 -3.398 -5.634
C -2.924 -2.117 -6.759
Cl -1.212 -1.480 -7.028
Cl -3.533 -2.686 -8.308
Cl -3.932 -0.860 -6.165
Cl -4.040 5.464 5.020
C -3.006 4.083 5.340
Cl -2.977 3.002 3.942
Cl -1.467 4.672 5.834
Cl -3.622 3.188 6.755
Cl 1.535 -3.584 -4.483
C 0.952 -5.218 -4.469
Cl -0.504 -5.248 -3.387
Cl 0.433 -5.761 -6.020
Cl 2.108 -6.327 -3.761
Cl -3.229 6.416 -0.127
C -4.196 5.012 -0.606
Cl -4.777 3.978 0.712
Cl -5.559 5.574 -1.538
Cl -3.250 3.968 -1.723
Cl -5.594 -4.758 2.616
C -4.386 -6.049 2.754
Cl -2.764 -5.433 3.166
Cl -4.883 -7.242 4.004
Cl -4.255 -6.881 1.209
Cl 4.867 -1.121 1.092
C 4.181 -1.733 -0.391
Cl 3.772 -0.440 -1.581
Cl 5.226 -2.920 -1.183
Cl 2.642 -2.488 -0.088
```

As for the total energy: -16608.60714 a.u. Its SMILES is FC(F)C(F)(F)COC(F)(F)C(F)F.FC(F)C(F)(F)COC(F)(F)C(F)F.FC(F)C(F)(F)COC(F)(F)C(F)F.FC(F)C(F)(F)COC(F)(F)C(F)F.FC(F)C(F)(F)COC(F)(F)C(F)F.ClC(Cl)(Cl)Cl.ClC(Cl)(Cl)Cl.ClC(Cl)(Cl)Cl.ClC(Cl)(Cl)Cl.ClC(Cl)(Cl)Cl.ClC(Cl)(Cl)Cl. Its HOMO energy is -11.058 eV. The frontier orbital gap comes out at 11.0 eV. The value obtained for the LUMO energy is -0.073 eV. The total charge is 0. The relative energy (zero: lowest compared OMol25 entry of this formula, charge and spin) is 0.335 eV.



Formula: C25H25BMnN8O2
Source: the Open Molecules 2025 dataset
Level of theory: ωB97M-V/def2-TZVPD

Structure (XYZ):
```
62
Properties=species:S:1:pos:R:3
H -3.004 -1.194 -2.107
N -2.195 0.590 -1.283
B -1.403 2.981 -0.915
N -2.341 1.938 -1.577
C -3.188 2.073 -2.615
Mn -0.855 0.001 0.043
H -3.377 3.064 -3.014
C -3.634 0.800 -2.980
H -4.328 0.562 -3.760
C -2.985 -0.112 -2.132
H -1.656 4.095 -1.250
C 3.390 -0.806 1.187
H 3.737 -1.444 2.010
H 2.327 -0.564 1.323
H 3.975 0.126 1.166
N 0.048 2.636 -1.351
N -1.389 2.833 0.621
N 0.583 1.373 -1.138
N -1.171 1.598 1.209
C 0.928 3.417 -1.996
C -1.447 3.785 1.567
H 0.652 4.440 -2.209
H -1.535 4.823 1.271
C 2.065 2.662 -2.255
C -1.328 3.165 2.808
C 1.810 1.383 -1.717
C -1.133 1.798 2.553
H 2.945 3.014 -2.756
H -1.367 3.656 3.757
H 2.476 0.534 -1.747
H -0.961 0.997 3.255
H 3.515 -1.365 0.247
O -1.670 -3.040 -1.045
C -1.309 -3.040 0.125
N -1.161 -4.168 0.948
C -0.415 -3.884 2.140
C -0.463 -2.330 2.102
O -0.079 -1.583 3.006
N -0.950 -1.928 0.892
C -1.097 -4.607 3.306
C -1.511 -3.918 4.442
C -2.128 -4.606 5.497
C -2.358 -5.980 5.382
C -1.892 -6.688 4.262
C -1.236 -5.999 3.236
C 1.047 -4.292 2.001
C 1.757 -4.929 3.023
C 3.057 -5.390 2.779
C 3.678 -5.133 1.553
C 3.004 -4.392 0.573
C 1.690 -3.979 0.804
H -1.203 -5.083 0.516
H -1.336 -2.847 4.503
H -2.440 -4.061 6.391
H -2.874 -6.522 6.177
H -2.031 -7.770 4.170
H -0.834 -6.555 2.385
H 1.292 -5.064 4.002
H 3.575 -5.949 3.561
H 4.680 -5.515 1.350
H 3.482 -4.122 -0.369
H 1.152 -3.395 0.057
```

As for the total energy: -2732.23918 a.u. Its HOMO energy (alpha / beta) is -8.907 / -8.933 eV. The frontier orbital gap (alpha / beta) comes out at 9.5 / 9.5 eV. The value obtained for the LUMO energy (alpha / beta) is 0.637 / 0.558 eV. The total charge is 0. The expectation value of S² is 8.756. The relative energy (zero: lowest compared OMol25 entry of this formula, charge and spin) is 0.000 eV. As for the spin multiplicity: 6.



Formula: C37H55P2SSiZn
Source: the Open Molecules 2025 dataset
Level of theory: ωB97M-V/def2-TZVPD

Structure (XYZ):
```
97
Properties=species:S:1:pos:R:3
Zn -0.587 -0.518 1.973
C 0.175 2.550 3.119
Si -0.316 1.783 1.441
C 1.048 2.443 0.266
C 0.817 3.556 -0.545
C 1.826 4.167 -1.276
C 3.112 3.662 -1.215
C 3.356 2.525 -0.461
C 2.346 1.894 0.265
P 2.647 0.343 1.222
C 2.275 -0.916 -0.098
C 2.298 -2.342 0.466
C 1.672 -3.324 -0.517
C 2.349 -3.259 -1.883
C 2.335 -1.834 -2.431
C 2.989 -0.861 -1.448
C 4.479 0.421 1.589
C 4.712 -0.434 2.851
C 6.197 -0.683 3.082
C 6.782 -1.558 1.964
C 6.047 -1.334 0.635
C 5.557 0.105 0.528
C -1.934 2.736 1.027
C -1.957 4.130 1.089
C -3.111 4.866 0.861
C -4.289 4.204 0.555
C -4.297 2.819 0.509
C -3.142 2.077 0.754
P -3.095 0.238 0.691
C -2.462 0.128 -1.059
C -3.326 0.602 -2.226
C -2.439 0.852 -3.457
C -1.280 -0.155 -3.547
C -1.644 -1.466 -2.858
C -1.816 -1.238 -1.352
C -4.896 -0.237 0.931
C -5.787 -0.631 -0.250
C -5.407 -1.980 -0.851
C -5.389 -3.073 0.214
C -4.483 -2.691 1.382
C -4.919 -1.362 1.979
H 0.317 3.633 3.050
H 1.107 2.108 3.471
H -0.596 2.352 3.864
H -0.184 3.959 -0.623
H 1.602 5.035 -1.884
H 3.918 4.136 -1.762
H 4.360 2.127 -0.439
H 1.217 -0.661 -0.287
H 1.773 -2.392 1.423
H 3.338 -2.641 0.648
H 0.613 -3.074 -0.624
H 1.709 -4.335 -0.109
H 1.867 -3.944 -2.587
H 3.391 -3.587 -1.783
H 1.297 -1.524 -2.601
H 2.843 -1.789 -3.400
H 2.976 0.154 -1.856
H 4.035 -1.155 -1.323
H 4.590 1.475 1.876
H 4.192 -1.394 2.759
H 4.252 0.060 3.709
H 6.361 -1.157 4.052
H 6.716 0.280 3.116
H 6.711 -2.611 2.246
H 7.846 -1.338 1.841
H 5.192 -2.007 0.567
H 6.701 -1.580 -0.205
H 5.203 0.315 -0.478
H 6.416 0.768 0.692
H -1.051 4.662 1.359
H -3.087 5.948 0.923
H -5.197 4.758 0.354
H -5.225 2.316 0.262
H -1.643 0.861 -0.983
H -3.862 1.517 -1.965
H -4.077 -0.153 -2.466
H -2.039 1.868 -3.414
H -3.052 0.794 -4.361
H -0.392 0.256 -3.059
H -1.007 -0.322 -4.591
H -0.875 -2.224 -3.030
H -2.569 -1.860 -3.293
H -0.845 -1.278 -0.854
H -2.381 -2.056 -0.902
H -5.323 0.656 1.402
H -5.800 0.148 -1.014
H -6.814 -0.711 0.133
H -4.414 -1.912 -1.298
H -6.099 -2.237 -1.658
H -5.073 -4.022 -0.225
H -6.411 -3.220 0.586
H -3.436 -2.619 1.068
H -4.498 -3.467 2.149
H -4.279 -1.104 2.825
H -5.946 -1.454 2.357
S -0.811 -2.563 2.423
```

As for the total energy: -4592.71296 a.u. Its HOMO energy is -3.260 eV. The frontier orbital gap comes out at 5.9 eV. The value obtained for the LUMO energy is 2.626 eV. The total charge is -1. The relative energy (zero: lowest compared OMol25 entry of this formula, charge and spin) is 0.003 eV.